Record 1
Computed, not measured: a 12-piece molecular cluster, C6H38NO11 overall in a non-equilibrium geometry, with ωB97M-V/def2-TZVPD.

HOMO ... -13.02 eV
LUMO energy ... -2.61 eV
Orbital gap ... 0.382 Eh

ORCA input file:
```
! wB97M-V def2-TZVPD RIJCOSX def2/J DEFGRID3
* xyz 1 1
C -3.0767 -1.6633 -0.4834
C -3.3399 -0.1275 -0.4742
C -3.5947 0.3814 0.9259
C -2.4507 0.2224 1.8786
C -1.6267 1.5612 1.9621
C -0.2113 1.3387 2.3978
N 0.7668 0.8357 1.3815
H -3.6680 -2.0123 0.3731
H -3.3707 -2.1850 -1.3795
H -2.0266 -1.8210 -0.3231
H -4.0191 0.2452 -1.2528
H -2.4851 0.2790 -1.0455
H -4.0602 1.3608 0.8433
H -4.4611 -0.1825 1.3149
H -2.7361 0.0185 2.9142
H -1.6824 -0.5504 1.7599
H -1.4434 1.9301 0.9317
H -2.1631 2.3359 2.4942
H -0.0403 0.7076 3.2741
H 0.1808 2.2904 2.8055
H 0.3176 0.6224 0.4818
H 1.4943 1.5283 1.0014
H 1.1006 -0.0067 1.8808
H 2.3472 1.2711 -4.3221
H 3.0089 2.6217 -3.8853
O 2.2984 2.2223 -4.3905
H 2.2843 -0.5309 -1.6656
H 1.0909 0.3238 -2.0514
O 1.8765 0.3217 -1.4794
H 0.7195 -3.7528 2.4021
H 2.1060 -3.9591 1.9367
O 1.2687 -3.5869 1.6289
H -2.1604 3.8762 -1.2810
H -1.1967 2.8287 -1.8181
O -1.2948 3.4951 -1.1291
H 4.0020 1.4750 1.5779
H 3.3937 2.1510 2.7612
O 3.1472 1.8098 1.8871
H 2.1028 3.4795 -1.1764
H 1.0655 3.3839 -0.0741
O 1.5549 2.8534 -0.7159
H -1.1190 -5.6733 0.5527
H -0.4819 -4.3515 0.3384
O -1.3377 -4.7906 0.2308
H 2.5448 -2.7480 0.1934
H 1.8145 -1.2538 -0.0083
O 2.5130 -1.8092 0.3237
H 2.9848 0.4130 2.8433
H 3.1533 -1.1414 2.3784
O 2.6380 -0.4864 2.7920
H 2.1184 -1.0598 -4.7066
H 1.4511 -2.0924 -3.6404
O 1.4236 -1.2446 -4.0845
H -1.7176 -0.4098 -3.0017
H -0.1777 -0.6200 -3.2850
O -0.8264 -0.1244 -2.7936
*
```

Record 2
Computed, not measured: one molecule with the formula C4H8ClNO in a non-equilibrium geometry, with ωB97M-V/def2-TZVPD.

HOMO ... -9.37 eV
LUMO energy ... 0.05 eV
SMILES ... CC(C)(CCl)N=O
Orbital gap ... 0.346 Eh

ORCA input file:
```
! wB97M-V def2-TZVPD RIJCOSX def2/J DEFGRID3
* xyz 0 1
C 0.0693 1.3887 -0.5487
C 0.2083 0.0311 0.1703
C -0.9486 -0.1852 1.1165
C 0.3799 -1.1789 -0.8541
Cl -1.1341 -1.3740 -1.8299
N 1.3961 0.3000 0.9834
O 2.2913 -0.5131 0.8697
H 0.9308 2.0789 -0.3922
H 0.0320 1.1524 -1.6396
H -0.8028 1.8811 -0.2448
H -0.8978 0.3322 2.1439
H -1.2666 -1.2022 1.3878
H -1.8830 0.3613 0.7087
H 0.4395 -2.0905 -0.3360
H 1.1857 -0.9820 -1.5352
*
```

Record 3
Computed, not measured: a 2-piece molecular cluster, C6H9N overall in a non-equilibrium geometry, with ωB97M-V/def2-TZVPD.

HOMO ... -9.78 eV
LUMO energy ... 0.74 eV
SMILES ... C/C=C\C#N.C=C
Orbital gap ... 0.386 Eh

ORCA input file:
```
! wB97M-V def2-TZVPD RIJCOSX def2/J DEFGRID3
* xyz 0 1
C -1.0279 -0.7960 1.2215
C 0.4299 -1.1195 1.3513
C 1.4431 -0.2862 1.2781
C 1.2752 1.1099 1.0388
N 1.1393 2.2599 0.8388
H -1.1891 0.2626 1.0184
H -1.4735 -1.3925 0.4219
H -1.5461 -1.0616 2.1489
H 0.6568 -2.1559 1.5909
H 2.4704 -0.5916 1.4482
C 0.0299 0.0323 -2.1491
C -0.7534 1.1592 -1.9130
H 1.0681 -0.0564 -1.7251
H -0.3705 -0.5735 -2.8909
H -0.3993 1.9445 -1.3586
H -1.7530 1.2647 -2.3200
*
```

Record 4
Computed, not measured: C28H35N5NiP2 as an isolated structure in a non-equilibrium geometry, with ωB97M-V/def2-TZVPD.

HOMO (spin up / spin down) ... -7.12 / -8.62 eV
LUMO energy (spin up / spin down) ... -0.44 / -1.48 eV
Orbital gap (spin up / spin down) ... 0.246 / 0.263 Eh

ORCA input file:
```
! wB97M-V def2-TZVPD RIJCOSX def2/J DEFGRID3
* xyz 0 3
Ni 1.4821 1.3692 0.0947
C 1.7934 -5.0886 2.0763
C 1.8485 -3.9649 1.3628
C 0.8205 -2.9183 0.9798
C 0.3748 -1.8445 1.9844
C -0.3842 -2.3277 3.1711
C -0.7951 -3.5857 3.4124
C -0.6697 -4.8441 2.6270
C 0.6351 -5.6618 2.8147
C 1.9272 1.4932 1.9733
H 2.7022 -5.6903 2.1736
H 2.8395 -3.6560 0.9913
H -0.0794 -3.3803 0.5451
H 1.3027 -2.3377 0.1702
H 1.2134 -1.2110 2.3104
H -0.2927 -1.1451 1.4432
H -0.6232 -1.5421 3.9025
H -1.4388 -3.7454 4.2811
H -0.8356 -4.6785 1.5617
H -1.4849 -5.4999 2.9871
H 0.8345 -5.7971 3.8935
H 0.4503 -6.6747 2.4210
H 2.2307 0.4708 2.2445
H 1.2702 1.9210 2.7455
H 2.8376 2.1192 1.8655
P -0.4518 2.0547 0.7025
P 1.2229 0.4863 -1.8613
N -2.0204 1.5073 1.4655
N -0.7899 3.7657 0.8397
N 0.0899 -0.7406 -2.4246
N 2.0398 0.5904 -3.4179
C -1.0047 1.7439 -1.0104
C 0.1768 1.9918 -1.9544
C -2.2439 1.0562 2.7629
C -3.6270 0.9588 2.9765
C -4.2681 1.3993 1.7832
C -3.2697 1.7253 0.8770
C 0.0386 4.6918 1.4769
C -0.4491 5.9699 1.2318
C -1.6105 5.8283 0.4053
C -1.7931 4.4748 0.1734
C 0.1415 -2.1265 -2.2224
C -0.9722 -2.7059 -2.8118
C -1.7230 -1.6607 -3.4337
C -1.0668 -0.4725 -3.1784
C 1.4769 0.4130 -4.7052
C 2.2546 1.0922 -5.6297
C 3.3416 1.6966 -4.9161
C 3.1908 1.3722 -3.5785
H -1.8601 2.3366 -1.3480
H -1.3132 0.6859 -0.9993
H -0.1331 2.1774 -2.9910
H 0.8290 2.8409 -1.6469
H -1.4211 0.8290 3.4143
H -4.1217 0.6254 3.8707
H -5.3255 1.4860 1.5886
H -3.3607 2.0536 -0.1463
H 0.9087 4.3586 2.0271
H -0.0291 6.8979 1.5806
H -2.2305 6.6224 0.0210
H -2.5067 3.9646 -0.4516
H 0.9802 -2.5746 -1.7172
H -1.2261 -3.7543 -2.8075
H -2.6303 -1.7611 -4.0192
H -1.3227 0.5406 -3.4593
H 0.5976 -0.1890 -4.8593
H 2.0545 1.1487 -6.6894
H 4.1241 2.2982 -5.3446
H 3.8150 1.5821 -2.7230
N 4.3003 0.2407 -0.5252
C 3.2286 0.6983 -0.3576
*
```

Record 5
Computed, not measured: C23H27CaN7O2SSe2 as an isolated structure, with ωB97M-V/def2-TZVPD.

HOMO ... -6.46 eV
LUMO energy ... -0.66 eV
Orbital gap ... 0.213 Eh

ORCA input file:
```
! wB97M-V def2-TZVPD RIJCOSX def2/J DEFGRID3
* xyz 0 1
Ca 1.0789 0.6964 0.5344
C 1.8928 3.7622 -2.8009
C 0.6701 4.3614 -3.0353
C -0.4184 4.0337 -2.2383
C -0.2525 3.1106 -1.2280
N 0.9287 2.5018 -1.0165
C 1.9795 2.8277 -1.7837
C -1.3601 2.7396 -0.2753
C -2.5910 3.3664 -0.2618
C -3.5163 2.9909 0.7000
C -3.1950 2.0212 1.6311
C -1.9454 1.4356 1.5613
N -1.0628 1.7813 0.6144
C -1.4522 0.4402 2.5656
C -2.2961 -0.4325 3.2214
C -1.7482 -1.2903 4.1646
C -0.3920 -1.2288 4.4288
C 0.3875 -0.3381 3.7039
N -0.1263 0.4696 2.7766
H 2.7665 4.0046 -3.3924
H 0.5572 5.0842 -3.8339
H -1.3807 4.4908 -2.4203
H 2.9072 2.3122 -1.5582
H -2.8336 4.1416 -0.9767
H -4.4836 3.4799 0.7372
H -3.8864 1.7469 2.4156
H -3.3508 -0.4671 2.9763
H -2.3786 -2.0005 4.6851
H 0.0671 -1.8739 5.1693
H 1.4613 -0.2588 3.8417
O 2.6930 -0.1746 -1.0216
C 3.5625 -1.3066 -0.7916
C 3.7635 -1.6607 0.6758
C 4.8684 -2.7345 0.6004
O 5.1793 -3.3423 1.8530
C 4.3473 -0.5100 1.5198
Se 3.3688 1.1825 1.8818
C 2.5129 -2.3256 1.3409
Se 0.7263 -2.1132 0.4796
H 2.0692 -0.4406 -1.7141
H 4.5279 -1.0857 -1.2461
H 3.1357 -2.1759 -1.2854
H 5.7632 -2.2980 0.1511
H 4.5315 -3.5466 -0.0449
H 5.5456 -2.6700 2.4304
H 5.3020 -0.2135 1.0843
H 4.5456 -0.9028 2.5140
H 2.4293 -1.9856 2.3699
H 2.6641 -3.3966 1.3777
C -5.0996 -2.6321 -1.9770
C -4.0506 -1.8894 -2.7199
N -4.0350 -1.6542 -3.9867
N -2.8787 -0.9243 -4.1472
C -2.1663 -0.7073 -3.0375
S -0.7475 0.1878 -2.8729
N -2.9351 -1.3417 -2.1138
N -2.7021 -1.3895 -0.7419
H -5.9261 -2.8541 -2.6482
H -5.4501 -2.0344 -1.1359
H -4.7030 -3.5632 -1.5729
H -2.6216 -0.5936 -5.0563
H -2.1450 -2.2108 -0.5284
H -2.1018 -0.6019 -0.5423
*
```

Record 6
Computed, not measured: C14H24N4O5Rh as an isolated structure in a non-equilibrium geometry, with ωB97M-V/def2-TZVPD.

HOMO (spin up / spin down) ... -10.00 / -11.58 eV
LUMO energy (spin up / spin down) ... -3.56 / -5.27 eV
Orbital gap (spin up / spin down) ... 0.237 / 0.232 Eh

ORCA input file:
```
! wB97M-V def2-TZVPD RIJCOSX def2/J DEFGRID3
* xyz 1 5
O 0.2902 3.2096 0.4919
H 0.5281 4.1051 0.2044
Rh 0.2839 -0.0985 -0.5614
N -0.6467 -0.5451 -2.2125
N 1.4734 -1.4194 -1.3575
O -1.8102 -0.0746 -2.5589
O 2.6042 -2.0225 -0.7497
C -0.0864 -1.4659 -3.0395
C 1.1250 -1.9777 -2.5354
C -0.7579 -1.8515 -4.3068
C 1.9429 -3.0342 -3.1858
H -1.5664 -1.1588 -4.5491
H -1.1811 -2.8622 -4.2390
H -0.0390 -1.8561 -5.1342
H 2.4932 -3.6310 -2.4492
H 2.6652 -2.5984 -3.8940
H 1.2842 -3.6972 -3.7611
H -1.5639 1.2499 -1.9272
H 3.3082 -1.3401 -0.7994
O -0.2032 -3.0248 1.4050
H -1.0930 -2.7911 1.0842
H 0.0254 -3.8387 0.9204
C 1.6816 1.5994 -0.6816
H 1.6481 2.2559 0.1782
H 1.3928 2.0900 -1.6171
H 2.6772 1.1611 -0.8249
O -1.1833 2.0764 -1.4290
H -0.2065 2.8213 -0.2778
H -1.5929 2.8434 -1.8607
N 1.2140 -0.5888 1.3891
C 0.6488 0.2150 2.4305
C 1.3109 0.5502 3.6015
C 0.6260 1.3290 4.5577
C -0.6830 1.7474 4.3554
C -1.3781 1.4236 3.1579
C -2.7159 1.7412 2.8497
C -3.2553 1.3419 1.6388
C -2.4489 0.7070 0.6854
N -1.1604 0.4988 0.9271
C -0.6420 0.7030 2.1683
H 2.2352 -0.5508 1.3916
H 0.9288 -1.5862 1.4882
H 2.3310 0.2053 3.7643
H 1.1393 1.5982 5.4819
H -1.2121 2.3357 5.1137
H -3.3104 2.2890 3.5827
H -4.2912 1.5246 1.3729
H -2.8295 0.3916 -0.2891
*
```

Record 7
Computed, not measured: one molecule with the formula C4H8O2, with ωB97M-V/def2-TZVPD.

HOMO ... -10.44 eV
LUMO energy ... 0.96 eV
SMILES ... CCC(=O)OC
Orbital gap ... 0.419 Eh

ORCA input file:
```
! wB97M-V def2-TZVPD RIJCOSX def2/J DEFGRID3
* xyz 0 1
C -2.2596 -0.1931 -0.0224
C -1.0207 0.4474 0.5928
C 0.2337 0.0928 -0.1741
O 0.2728 -0.1921 -1.3483
O 1.3278 0.1437 0.6056
C 2.5479 -0.1853 -0.0602
H -3.1683 0.1819 0.4572
H -2.3101 0.0246 -1.0921
H -2.2357 -1.2812 0.0939
H -1.1042 1.5420 0.5753
H -0.8889 0.1650 1.6416
H 3.3162 -0.2143 0.7125
H 2.4597 -1.1570 -0.5502
H 2.7896 0.5687 -0.8132
*
```

The calculation returns the following calculated total energy values, one per record and in order: -1133.5002 -747.3006 -288.6968 -3552.4905 -7305.1900 -1253.1713 -307.6994 hartree.